14
Properties=species:S:1:pos:R:3 method="wB97M-V/def2-TZVPD" lumo_energy_ha=0.038 multiplicity=1
C -2.299 1.057 -0.331
N -1.453 0.411 0.663
C -0.393 -0.134 0.282
O 0.053 -0.402 -1.021
C 1.190 -1.112 -0.504
C 2.058 -0.168 0.202
C 0.814 -0.732 0.909
H -3.269 0.555 -0.408
H -2.490 2.079 0.015
H -1.848 1.107 -1.329
H 1.471 -2.029 -1.007
H 2.107 0.886 -0.027
H 2.953 -0.623 0.631
H 1.107 -0.896 1.926


14
Properties=species:S:1:pos:R:3 method="wB97M-V/def2-TZVPD" lumo_energy_ha=0.029 multiplicity=1
C -1.383 -1.014 0.182
C 1.770 0.930 -0.426
C -1.451 0.467 -0.247
N 2.294 0.171 0.540
O -0.119 -1.570 -0.094
F 2.474 2.018 -0.589
F -1.739 1.228 0.864
F -2.471 0.696 -1.159
H -1.575 -1.023 1.249
H -2.132 -1.543 -0.555
H -0.520 0.951 -0.659
H 1.547 -0.495 0.711
H 3.047 0.453 1.202
H 0.258 -1.270 -1.019


21
Properties=species:S:1:pos:R:3 method="wB97M-V/def2-TZVPD" lumo_energy_ha=0.024 multiplicity=1 smiles=CCNCN.O.O
C 1.422 -1.435 -0.829
C 0.052 -0.589 -1.123
N -0.425 0.059 0.106
C -1.641 0.935 -0.068
N -1.934 1.927 1.038
H 1.473 -1.479 0.224
H 1.330 -2.469 -1.136
H 2.230 -0.839 -1.324
H -0.669 -1.376 -1.495
H 0.341 0.040 -1.968
H -0.825 -0.669 0.667
H -1.470 1.532 -1.025
H -2.487 0.213 -0.310
H -1.095 2.502 1.158
H -1.889 1.333 1.867
O -1.168 -1.530 2.921
H -0.402 -1.104 3.238
H -1.779 -1.037 3.436
O 2.890 1.667 -1.957
H 3.503 1.518 -1.227
H 2.542 0.801 -2.191


13
Properties=species:S:1:pos:R:3 method="wB97M-V/def2-TZVPD" lumo_energy_ha="-0.228 / -0.231" multiplicity=1 total_charge=+1
C 0.809 0.045 0.667
C -0.178 0.869 -1.187
C -1.127 -1.282 -0.382
N -0.264 -0.128 -0.293
N 1.518 1.119 0.283
O 0.864 1.610 -0.867
Br 0.400 0.280 3.252
H 1.367 -0.846 0.760
H -0.707 1.263 -1.956
H -2.207 -1.155 0.029
H -1.451 -1.535 -1.499
H -0.771 -2.150 0.275
H 1.748 1.907 0.916


9
Properties=species:S:1:pos:R:3 method="wB97M-V/def2-TZVPD" lumo_energy_ha=0.012 multiplicity=1 smiles="O=C/C=C1C=N/1"
O 2.889 -0.069 0.190
C 1.733 -0.334 -0.068
C 0.551 0.521 -0.027
C -0.691 0.080 -0.133
C -2.174 0.096 0.135
N -1.657 -1.024 -0.057
H 1.702 -1.412 -0.574
H 0.742 1.539 0.361
H -3.096 0.603 0.173


51
Properties=species:S:1:pos:R:3 method="wB97M-V/def2-TZVPD" lumo_energy_ha="0.027 / -0.088" s2=2.04 multiplicity=3
O -0.198 0.013 0.601
C 0.888 -0.383 -0.265
C 0.359 0.438 -1.434
H 0.897 -1.466 -0.402
H 1.836 -0.033 0.148
C -0.769 0.822 -0.448
H 0.089 -0.180 -2.289
H 1.019 1.250 -1.740
C -2.128 0.268 -0.779
H -2.051 -0.817 -0.918
H -2.544 0.734 -1.681
H -2.806 0.455 0.062
C -0.827 2.260 -0.002
H 0.180 2.660 0.171
H -1.389 2.337 0.939
H -1.338 2.872 -0.755
Au 0.427 -1.013 4.059
C 1.044 1.760 4.682
C 1.913 0.584 4.553
C 2.415 0.627 3.167
H 2.423 0.102 5.385
C 1.823 1.713 2.514
C 0.987 2.409 3.451
H 0.443 3.330 3.224
H 0.535 2.063 5.598
H 3.130 -0.066 2.730
H 2.021 2.040 1.493
C -1.659 -0.431 4.975
C -2.165 0.729 4.315
C -2.469 0.395 2.971
H -2.336 1.700 4.779
C -2.217 -0.975 2.762
C -1.726 -1.548 3.996
H -1.686 -2.602 4.251
H -1.544 -0.545 6.050
H -2.916 1.070 2.240
H -2.411 -1.523 1.844
O 0.724 -1.379 -4.053
C 0.152 -0.422 -4.988
C 0.411 -0.875 -6.435
H 0.644 0.554 -4.817
H -0.923 -0.290 -4.770
C 1.553 -1.909 -6.291
H 0.705 -0.025 -7.058
H -0.480 -1.369 -6.847
C 1.388 -2.404 -4.840
H 2.520 -1.397 -6.424
H 1.444 -2.724 -7.016
H 2.342 -2.684 -4.371
H 0.738 -3.299 -4.864
I 1.531 -2.824 2.526


Listing energy relative to the best compared isomer or geometry (same formula, charge and spin) for the structures above in their given order: 67.7, 62.1, 42.1, 61.9, 62.8, 0.0 kcal/mol.